DFT (ωB97M-V/def2-TZVPD) results for a gas-phase ion, C4H9N3 (charge +2) in a non-equilibrium geometry.

Geometry as XYZ:
```
16
Properties=species:S:1:pos:R:3:forces:R:3:nbo_charge:R:1
N 0.69856 0.28020 0.03657 0.06 1.51 -1.24 -0.138
H 2.84564 0.61655 -0.01144 0.96 2.73 1.27 0.302
C -1.17459 -1.11721 0.61163 -0.21 1.86 -2.14 -0.174
N -0.21333 -0.69372 -0.43361 0.16 -0.32 0.18 -0.191
H 2.19654 -0.81577 0.60617 1.04 -2.68 2.52 0.239
H 2.37262 -0.40529 -1.00645 -0.52 -1.06 -1.87 0.261
H -0.76731 -0.86764 1.51645 0.16 0.86 2.49 0.260
H 0.04711 -1.41199 -1.08770 0.94 -0.09 -0.83 0.494
C 0.04446 1.41034 0.23081 -3.80 -3.68 -1.57 0.424
H -2.05070 1.88397 0.22929 0.65 0.22 -0.17 0.498
H -1.46126 -2.06891 0.46568 -1.22 -3.29 -0.33 0.269
C 2.08346 -0.07133 -0.05540 -0.60 0.04 -1.44 -0.454
N -1.26383 1.27765 -0.02574 0.75 -1.36 -0.20 -0.489
H 0.39926 2.28467 0.53262 2.16 3.58 1.47 0.279
C -1.54493 -0.12471 -0.44261 2.41 2.68 5.38 0.140
H -2.21170 -0.17682 -1.16625 -2.94 -1.01 -3.50 0.278
```
Forces are in eV/Å.

Values from the calculation:
charge: +2
HOMO energy: -20.4914 eV
SMILES: C[N+]1=CN[C@@H]2C[N@@H+]21

DFT (ωB97M-V/def2-TZVPD) results for 6 unconnected molecules or ions with the total composition C24H44F3O10 in a non-equilibrium geometry.

Geometry as XYZ:
```
81
Properties=species:S:1:pos:R:3:forces:R:3:mulliken_charge:R:1
H -2.40935 -6.09727 2.40790 -0.17 -0.01 -0.05 0.346
H 0.16390 4.96708 2.74614 0.05 -0.05 -0.04 0.299
C 3.60816 -5.53599 -0.57528 0.71 -0.17 -2.03 0.320
H -6.91610 5.33543 -4.55793 0.10 0.05 -0.11 0.342
C 0.09585 3.28427 1.37987 0.13 -0.28 0.61 0.857
H -5.11796 7.77619 -4.09568 0.08 -0.14 0.19 0.250
O 1.85373 -2.27600 2.52724 0.39 1.17 3.21 -0.247
H -7.29019 6.70611 -3.52443 0.07 0.04 -0.09 0.318
C -1.91942 6.15413 -1.43898 0.08 -0.37 -0.20 -1.016
H -1.10327 5.43447 -1.55125 -0.08 0.02 0.07 0.342
C -1.13179 2.63362 1.99782 -0.29 -0.03 -0.14 -1.260
C 2.06778 -3.70113 2.81306 0.80 -1.90 -0.18 -0.526
O 5.82404 -2.58783 -0.66051 0.06 0.38 0.42 -0.464
F 1.80903 -2.10848 4.90115 1.06 1.64 -2.73 -0.234
C -6.74510 6.40859 -4.42445 -0.22 0.19 0.13 -1.294
O 2.83391 -9.42274 -0.73407 1.42 3.58 -0.17 -0.675
H 4.40528 -3.95361 1.07929 -1.39 -0.85 -0.85 0.374
H 1.20179 -4.15048 3.42532 1.22 0.94 -1.06 0.285
H -3.08975 -4.67715 0.57257 -0.03 0.07 0.12 0.230
O 4.13879 -5.18291 -1.67336 -1.94 -0.86 4.74 -0.548
H -4.49542 -5.71509 0.39095 -0.03 0.08 0.09 0.301
H -1.63409 1.99160 1.26868 0.05 0.10 0.02 0.309
H 7.21856 -4.64796 -1.64857 0.04 0.10 -0.02 0.298
C 1.66600 -6.95131 0.33459 2.86 0.94 -1.14 -0.380
C 3.50590 -4.57556 0.74023 -2.58 -0.44 1.25 -0.335
H -4.83971 6.81108 -6.39908 0.03 -0.07 0.03 0.391
O -3.31331 -6.27958 2.70279 -0.14 -0.17 0.18 -0.560
H 5.34011 -3.15095 -1.27727 -0.02 -0.23 -0.06 0.314
O -0.09684 -5.20687 0.83310 4.12 -1.02 0.69 -0.572
H 3.04042 -3.80870 3.42754 -1.55 0.17 -1.00 0.348
H -4.71952 -3.97924 0.69642 0.04 -0.03 -0.01 0.360
C 3.54618 -8.36262 -0.92201 3.13 -2.94 -1.85 0.381
H -1.84256 3.38646 2.34975 0.04 -0.04 0.01 0.343
C -4.10401 -5.12463 2.43366 0.64 0.23 -0.27 0.334
H -5.12216 -5.34153 2.76997 0.14 -0.18 0.05 0.283
C 2.18487 -1.49430 3.68000 0.29 0.07 -1.01 0.807
H 1.11657 -7.93379 0.50371 0.56 1.61 -0.36 0.382
H -3.22816 8.16153 -0.03268 0.05 -0.08 -0.13 0.356
C 7.32900 -1.98422 -2.43644 0.05 0.30 -0.10 -1.265
C -4.48347 6.28475 -5.50966 0.26 0.16 -0.10 -1.276
H 8.82039 -3.99484 -1.24137 -0.05 -0.03 0.01 0.408
H -4.41400 6.92659 -0.50953 0.08 0.05 0.00 0.289
C -5.26162 6.70665 -4.27325 -0.19 -0.61 -0.32 0.385
H -0.85219 1.99506 2.84222 0.05 0.12 0.02 0.384
H -4.14707 -3.04057 3.03781 0.07 -0.02 0.01 0.349
C 2.27775 -4.56191 1.48361 2.01 -0.29 -2.06 0.493
H -1.07036 7.32578 0.68508 -0.09 -0.19 -0.01 0.320
H -1.51005 7.13831 -1.69088 -0.13 0.04 0.06 0.342
H -0.20112 3.87992 0.51227 0.15 -0.13 -0.01 -0.139
H 8.37585 -1.94008 -2.74933 -0.06 -0.01 -0.02 0.399
H -2.70455 5.90823 -2.15869 0.13 0.13 0.09 0.144
H -2.51483 -3.73397 2.92227 -0.10 -0.01 -0.15 0.192
C 0.81708 4.16922 2.38366 0.09 0.32 0.00 -1.240
C 1.12209 -5.53212 0.88988 -1.38 -0.18 -0.41 0.162
C 7.76053 -3.97934 -0.97240 0.12 -0.13 0.16 -1.225
H 6.91012 -0.97454 -2.47193 0.08 -0.06 0.06 0.308
F 3.60786 -1.27076 3.68066 -3.53 -0.42 0.54 -0.246
H -3.94782 7.12826 1.19325 0.03 -0.07 -0.08 0.363
H -2.81592 5.13363 0.22821 0.18 0.07 0.15 0.261
F 1.55291 -0.22062 3.62163 1.63 -3.29 0.09 -0.230
H 7.64913 -4.39051 0.03479 0.05 0.08 -0.07 0.301
O -4.75276 6.01551 -3.13406 0.00 0.13 0.18 -0.474
O 4.79320 -8.36297 -1.50225 -5.57 1.07 2.82 -0.705
H 7.72300 -1.92862 -0.32241 -0.22 0.01 0.04 0.247
C -3.58006 7.14318 0.16324 -0.32 -0.08 0.20 -1.404
H 1.25421 1.73784 1.67653 -0.08 0.10 -0.18 0.308
H -3.41777 6.49413 -5.38257 -0.11 0.05 -0.01 0.312
H 6.77204 -2.58387 -3.16339 0.10 -0.09 0.10 0.312
O -1.39735 6.44018 0.89266 0.10 -0.21 0.31 -0.471
H -3.54339 -4.15468 4.28344 -0.09 0.00 -0.09 0.309
C 7.19773 -2.56789 -1.03829 -0.27 -0.50 -0.49 0.379
H -4.57618 5.20734 -5.68067 -0.14 0.06 0.00 0.333
C -4.10660 -4.85199 0.93832 -0.16 -0.06 -0.24 -1.076
H 1.70334 4.62133 1.92980 -0.12 -0.01 -0.03 0.311
H -4.87519 5.06739 -3.28096 0.00 0.18 -0.01 0.297
C 2.91662 -6.98844 -0.37695 -2.28 1.39 1.53 0.123
O 0.98513 2.27134 0.91483 0.05 -0.01 -0.22 -0.564
H 1.16480 3.58488 3.24224 -0.13 -0.07 -0.03 0.375
C -3.55049 -3.94043 3.21091 -0.08 0.11 0.28 -1.058
H -7.16900 6.93858 -5.28144 0.00 -0.07 0.05 0.379
C -2.45469 6.13677 -0.01633 0.11 0.68 -0.38 0.534
```
Forces are in eV/Å.

Values from the calculation:
charge: -1
HOMO energy: -5.0172 eV

DFT (ωB97M-V/def2-TZVPD) results for a molecular structure, C46H64AgN2O3S in a non-equilibrium geometry.

Geometry as XYZ:
```
117
Properties=species:S:1:pos:R:3:forces:R:3:mulliken_charge:R:1
H -0.43400 3.14720 -5.58168 0.01 0.02 -0.03 0.377
H -3.73339 1.43956 -1.18929 0.00 -0.01 -0.02 0.199
C -1.30853 1.75213 2.25404 0.07 0.16 0.00 -1.681
H -3.85332 -0.64054 -2.12642 0.00 0.02 -0.02 0.220
H -2.95544 -3.00404 -3.26909 -0.02 0.03 0.00 0.629
H -0.33462 -0.52496 5.30850 -0.04 0.01 -0.01 0.276
C -2.35029 -4.18150 4.31642 -0.05 -0.04 0.05 -0.799
H -1.68881 -4.80056 6.26144 0.00 -0.02 -0.01 0.382
C 4.82940 0.65656 1.16575 -0.08 -0.03 -0.03 -2.383
C -2.79146 1.65612 -1.68455 0.04 0.01 0.09 -0.187
H -2.72740 -0.77689 -0.03790 -0.01 -0.02 0.08 0.411
C 5.03293 -1.58389 0.14218 -0.07 0.08 -0.05 -1.847
H -1.26227 5.39794 -0.89907 0.02 0.01 0.00 0.283
H 1.16694 2.59243 3.87014 0.01 0.03 -0.01 0.243
C 2.36735 -0.29410 5.35359 -0.04 0.06 -0.04 -1.582
H 0.70320 -5.37001 -1.75902 0.01 0.03 0.00 0.234
H 3.38986 -0.21877 4.98242 0.00 -0.03 0.02 0.237
H 5.64489 1.01763 0.53494 0.03 0.02 0.02 0.494
C -1.13147 3.14532 -2.45833 -0.07 -0.07 0.03 -0.390
Ag 0.45734 -1.71162 -1.84323 -0.06 -0.23 -0.39 1.350
C 3.65445 0.20551 -0.95688 0.05 -0.01 0.15 -1.495
C -1.25212 0.29452 2.25254 0.00 -0.02 0.10 -0.815
H 3.10276 -0.51159 -1.56209 -0.02 -0.01 -0.04 0.027
C -1.61157 -4.24695 -2.15544 -0.13 0.15 -0.03 -0.991
H -4.22477 4.34746 -2.93546 -0.03 0.02 -0.01 0.345
H -2.63112 5.88744 0.10555 0.00 0.02 -0.01 0.533
C -0.41423 2.13385 -3.08687 0.06 -0.04 -0.06 0.232
H 4.59090 -2.31191 -0.53579 0.00 -0.04 0.02 0.265
H 0.89715 2.52525 -0.17633 -0.01 -0.06 -0.01 -0.025
O -0.23286 -0.24570 -3.41362 0.06 -0.09 -0.26 -1.541
H -4.65209 4.60363 0.22929 -0.02 0.00 0.01 0.465
H -1.26013 -4.35101 -4.77581 0.00 0.01 -0.01 0.275
C -2.64568 -3.12745 -2.23130 0.18 -0.06 0.05 -1.236
H -2.71402 -3.51963 2.30390 0.00 0.03 0.02 0.296
C -3.62343 4.98310 -2.28301 0.02 -0.02 0.09 -1.803
C -1.38895 -4.49622 5.26656 0.01 0.02 0.00 -0.466
C -4.19038 3.71813 -0.21401 0.09 -0.03 -0.06 -1.990
H -3.40156 -4.25729 4.56610 0.00 0.03 -0.01 0.411
C -2.09310 5.02502 -0.29931 -0.05 -0.03 0.02 -1.622
C -0.86577 0.78429 -2.95108 -0.12 0.25 0.21 0.956
H 4.18956 1.50568 1.41701 0.03 0.01 0.01 0.322
H 5.96387 -1.21412 -0.30026 -0.01 0.00 -0.02 0.471
C -3.04024 4.14720 -1.12883 -0.04 0.12 -0.04 2.169
C -2.11857 0.60700 -2.28263 -0.01 -0.11 -0.20 0.299
H 4.54470 0.51875 -1.51273 -0.03 0.04 -0.02 0.738
H -1.07678 -2.61783 -4.32429 0.00 0.00 -0.03 0.170
H -0.76474 4.16101 -2.56393 0.02 0.01 0.01 0.154
C -0.00286 -0.50466 2.55478 0.06 0.12 0.00 0.623
H 0.16529 0.89409 6.23693 0.01 -0.01 -0.01 0.524
C -2.21934 -1.71624 -0.27126 0.44 -0.23 -0.41 -2.378
H 1.44774 -4.89649 -3.29037 0.02 -0.01 0.03 0.292
H 2.84737 2.05624 3.95503 0.00 0.02 0.01 0.154
H 1.40036 4.13515 -2.48627 0.03 0.01 0.03 0.252
H 2.07572 -1.34673 5.33475 0.03 -0.01 0.04 0.294
H -0.02159 4.50941 -4.53476 -0.03 -0.01 -0.01 0.277
C -0.86513 -1.66127 0.42108 -0.25 -0.35 0.91 1.350
H -2.08688 -5.16572 -2.54880 0.02 -0.01 0.01 0.521
N -2.15349 -1.85131 -1.74076 -0.39 0.01 0.03 1.577
C 0.34685 -4.00653 3.67034 0.08 0.04 -0.03 -0.022
H 1.19422 3.84615 -5.63310 0.01 0.02 0.02 0.484
C -0.47302 2.49372 1.50806 -0.08 -0.08 0.26 -1.208
H 2.11293 2.54820 -2.17144 0.06 0.05 -0.05 0.071
C 0.28310 0.55902 0.25282 -0.02 0.28 -0.02 0.406
C 1.39189 0.53111 4.49651 0.06 0.06 0.02 1.806
H 0.87468 0.93116 -5.32153 0.01 -0.06 -0.01 0.378
H 3.02043 1.07987 -0.78752 0.06 -0.03 -0.01 -0.013
C 2.80508 -0.90934 1.14479 -0.06 -0.34 -0.19 -0.178
H -0.29182 -1.44797 2.99557 -0.10 -0.07 -0.04 0.028
H -4.96043 3.17803 -0.76804 -0.02 -0.01 0.03 0.349
C -1.96540 -3.77181 3.04840 0.00 0.02 -0.12 -0.317
H 1.95713 2.40574 5.45143 0.02 0.01 -0.01 0.497
H 1.95127 0.71464 -3.95407 0.01 -0.03 -0.01 0.182
H 0.05165 -6.00487 -3.29309 0.01 0.00 0.01 0.356
C 1.54817 1.45243 -4.64409 -0.08 -0.05 0.07 -1.985
C 2.47489 -0.29504 2.41687 -0.12 0.13 0.16 -0.985
H 2.35206 0.05611 6.39072 0.02 0.00 0.00 0.463
H -3.82401 3.07787 0.59165 -0.03 -0.01 0.00 0.254
O 1.26205 -2.65868 1.47607 0.02 -0.25 0.19 -0.211
C -0.62168 -3.60654 -4.26891 0.02 0.09 0.10 -0.995
H -1.35332 -4.42694 -1.11065 0.03 -0.11 0.01 0.305
H 0.33145 -3.55064 -4.79402 0.01 0.00 0.00 0.346
H 1.39348 -3.92433 3.41301 -0.01 0.03 0.03 0.472
H 2.36988 1.88417 -5.22652 -0.01 0.04 0.04 0.516
C 1.31628 -0.05941 3.07080 0.06 0.03 0.03 0.869
C -2.29680 2.95321 -1.72122 -0.02 0.05 0.00 0.020
C -0.42079 -0.40450 1.11454 0.01 -0.17 -0.12 0.532
H -2.77108 -0.95973 -3.50283 -0.04 -0.10 0.04 0.729
C 2.13040 -1.96567 0.56941 0.30 0.28 -0.11 0.304
H -0.70458 1.10415 4.71741 -0.07 0.02 -0.04 0.284
H 5.26948 0.25925 2.08412 -0.01 0.04 0.02 0.457
C 0.36001 3.58625 -4.97451 0.04 -0.01 0.06 -1.883
C 0.04113 0.49829 5.22503 0.08 -0.07 -0.10 -1.884
S -0.21897 -3.10868 0.98312 -0.20 0.52 0.06 0.202
H -4.25355 5.79568 -1.90617 0.03 0.01 0.01 0.483
H -0.50126 3.57601 1.56422 0.10 -0.18 0.12 1.371
N -0.37426 -3.96492 -2.87649 -0.10 -0.13 -0.10 0.745
H -1.67965 4.44907 0.53046 -0.19 0.19 -0.20 0.221
H 0.72644 0.15932 -0.65782 0.06 0.18 0.19 -0.751
C 0.50057 -5.12381 -2.80193 0.05 0.10 0.07 -1.141
C 1.87235 1.98906 4.44179 -0.02 -0.08 0.02 -1.436
H 2.72693 3.54979 -3.50361 0.00 -0.01 0.00 0.555
C -2.79561 -0.72825 -2.43335 0.17 0.09 -0.04 -2.004
H 3.34765 0.11742 2.91677 -0.07 -0.10 0.06 0.352
C -0.04208 -4.41564 4.93804 -0.06 -0.05 0.01 -0.794
C 4.05833 -0.41839 0.39169 -0.05 0.03 -0.20 2.450
C 1.82691 3.24851 -2.95916 -0.07 -0.04 -0.04 -1.482
H -2.08410 2.22321 2.84917 0.05 0.04 0.06 0.488
C -0.61942 -3.66203 2.73328 0.13 0.08 -0.27 0.091
C 0.81615 2.57764 -3.90329 0.02 -0.02 0.00 2.205
H -2.16704 -0.20122 2.56583 0.03 -0.07 -0.05 0.397
H 5.27385 -2.08431 1.08331 0.01 0.02 0.01 0.375
H -2.84010 -2.53041 0.12393 -0.09 0.07 -0.04 0.224
H -3.53986 -3.46611 -1.67859 -0.01 0.01 -0.01 0.368
H -2.82296 5.41807 -2.88414 -0.01 0.00 -0.03 0.274
C 0.34663 1.87822 0.49694 0.08 -0.07 -0.14 -0.075
O 2.22883 -2.47327 -0.57786 0.08 -0.16 0.14 -1.052
H 0.70920 -4.67099 5.67534 0.01 0.02 -0.01 0.411
```
Forces are in eV/Å.

Values from the calculation:
charge: -1
HOMO energy: -3.7803 eV